(1)
Formula: C21H42NO24
Source: OMol25
Level of theory: ωB97M-V with the def2-TZVPD basis set

Last column: Löwdin charge in e.
Cartesian coordinates (Å):
O: -1.116450 1.060940 1.057194  -0.047
O: 0.376698 7.114588 0.511129  -0.017
O: -6.487946 -1.713193 4.193160  -0.012
O: 5.031948 -2.254360 -0.375038  0.112
O: 2.319418 -2.692245 3.674828  -0.008
O: 1.295369 4.183427 3.559890  -0.007
O: 2.534357 2.920634 2.293936  -0.017
O: 0.637897 -1.577030 2.681805  0.150
O: -5.802553 -2.429337 2.317896  0.001
O: 4.416313 -4.411279 -0.319510  0.005
O: -1.066492 5.674531 1.173210  0.005
O: -2.706326 -2.684884 -4.596100  0.115
O: -4.303001 -1.706943 -3.369589  0.014
O: -1.993835 -0.893123 1.159581  -0.075
O: -0.822195 -0.378504 -0.582439  -0.100
O: -4.798268 -2.311676 -5.384573  -0.006
O: 2.041872 -1.021646 -4.243311  -0.001
O: 0.860218 -3.795277 2.501701  0.025
O: 0.615728 2.086939 3.165181  0.157
O: 2.320504 1.109658 -3.630127  0.128
O: 3.833157 -0.032875 -4.882135  0.003
O: -0.873107 6.063586 -1.040052  0.125
O: 2.875778 -2.883371 -0.247747  0.009
O: -4.539328 -0.867144 3.405277  0.167
N: -1.360200 -0.032034 0.506463  -0.590
C: -5.473955 -1.600239 3.317600  -0.597
C: 0.812945 -1.184098 -3.524163  -0.021
C: 2.829475 1.633647 1.700446  -0.005
C: 0.018782 -3.903408 1.358633  -0.023
C: -6.685912 -0.662919 5.116826  -0.062
C: -0.584324 6.274377 0.114703  -0.628
C: 2.677663 -1.577893 4.437760  -0.069
C: 4.177196 -3.106429 -0.335661  -0.613
C: -3.410340 -1.290635 -2.349280  -0.031
C: -4.999542 -2.492602 1.152190  -0.055
C: 1.432344 2.946342 3.024501  -0.609
C: 1.244167 -2.596168 2.852688  -0.616
C: -1.622171 4.368242 1.043353  -0.021
C: 2.443798 -1.533286 -0.165430  -0.028
C: 2.178606 5.253589 3.337245  -0.071
C: 1.051031 7.897887 -0.451082  -0.061
C: 5.739246 -4.895767 -0.568538  -0.033
C: -4.521581 -2.865533 -6.656490  -0.061
C: 4.700140 1.097704 -4.932136  -0.044
C: -3.818696 -2.237681 -4.457614  -0.616
C: 2.713224 0.119295 -4.194858  -0.636
H: -5.916421 0.106997 5.094986  0.092
H: 4.114473 1.948827 -5.275002  0.095
H: 1.498763 7.290431 -1.235836  0.098
H: 0.052226 -0.630646 -4.075623  0.097
H: 2.002774 6.091995 4.007213  0.090
H: -2.780455 -0.532683 -2.812519  0.103
H: 1.353402 -1.561211 -0.191138  0.078
H: 5.660585 -5.726044 -1.264861  0.089
H: 2.036748 5.672460 2.336101  0.083
H: -3.678127 -3.550346 -6.608627  0.090
H: -6.733543 -1.052137 6.134449  0.086
H: -2.777741 -2.001109 -1.811186  0.094
H: 0.606807 -3.707265 0.464059  0.084
H: -4.412931 -2.118500 -7.445079  0.089
H: 3.228907 4.959324 3.368446  0.089
H: 0.510056 8.771348 -0.812715  0.093
H: 3.891791 1.510170 1.501262  0.094
H: 1.891753 8.307528 0.113861  0.088
H: 6.336671 -4.085384 -0.982888  0.088
H: -0.412779 -4.895512 1.221313  0.089
H: 0.393196 -2.188604 -3.511939  0.096
H: 0.872017 -0.856896 -2.489014  0.066
H: -5.411065 -3.390929 -7.008857  0.086
H: -1.983237 3.904773 1.956500  0.101
H: 2.397835 -1.750796 5.480816  0.093
H: -4.063980 -0.975097 -1.536843  0.086
H: 2.562941 0.921575 2.479639  0.071
H: 5.500320 0.910440 -5.645580  0.087
H: 2.249224 -0.640711 4.083819  0.077
H: -4.961225 -1.562845 0.585260  0.085
H: 2.250675 1.483556 0.792370  0.105
H: -2.443285 4.375845 0.325825  0.095
H: 3.764185 -1.471122 4.477111  0.089
H: 2.818895 -0.961231 -1.012680  0.099
H: 5.195946 1.281754 -3.980013  0.097
H: -3.943859 -2.732724 1.299896  0.084
H: -5.338890 -3.291104 0.494078  0.089
H: -0.837124 3.719376 0.653358  0.094
H: -0.872305 -3.276324 1.419773  0.086
H: -7.655280 -0.204426 4.915437  0.088
H: 2.639643 -1.035703 0.785063  0.088
H: 6.200764 -5.230858 0.358440  0.091

Forces on the atoms, in the same order (eV/Å):
-0.316 0.045 -1.218
-0.272 0.443 0.600
-0.218 -0.142 0.274
0.008 0.058 -0.182
0.175 -1.150 -0.862
-0.975 -0.136 1.035
1.313 -0.518 -0.937
0.410 0.166 -0.732
0.036 -0.410 -0.119
-0.583 -0.943 -0.120
-0.102 0.398 1.636
0.038 0.331 -0.237
-1.146 -0.357 -0.084
-0.667 0.103 -0.716
-0.301 0.593 -0.286
-0.409 0.577 0.257
0.490 -1.596 -0.244
0.459 -1.715 -0.401
0.576 0.241 0.380
0.603 0.166 -0.170
0.940 -0.304 -0.360
-0.033 0.239 0.326
0.126 -0.871 0.215
0.115 -0.081 -0.082
1.197 -0.969 1.828
-0.366 0.207 -0.534
-1.033 1.018 -0.015
-0.330 -0.287 0.759
-0.954 0.220 -0.818
-0.171 0.460 0.614
0.190 -0.750 -1.321
0.389 0.820 0.876
0.666 0.828 0.414
0.509 0.515 0.897
1.395 -0.003 -0.832
-0.658 1.011 -0.160
-0.825 1.471 1.796
-0.077 -0.996 -1.507
-0.951 0.741 -0.155
0.880 0.339 -1.364
1.162 0.245 0.367
0.004 0.715 -0.008
-0.204 -0.448 -0.483
-0.076 0.313 -0.172
0.600 -1.206 -0.552
-1.634 0.160 0.885
0.149 -0.188 -0.291
0.202 0.235 0.264
-0.479 0.003 -0.250
-0.034 0.402 0.364
-0.333 -0.470 0.466
0.037 0.251 0.714
0.014 -0.073 -0.308
-0.073 0.015 -0.010
-0.172 -0.153 -0.083
0.081 0.140 -0.102
0.122 -0.253 -0.088
0.038 -0.640 -0.934
-0.108 0.276 0.012
0.600 0.401 0.425
-0.056 -0.126 0.332
-0.490 -0.400 -0.216
0.048 0.636 0.001
-0.002 0.004 -0.007
0.077 -0.107 -0.073
0.664 -0.375 0.716
1.041 -0.419 -0.394
0.073 0.340 -0.120
-0.062 -0.295 0.547
0.301 0.779 0.446
-0.357 0.071 -0.093
0.092 0.790 -0.347
-0.185 -0.439 -0.469
-0.270 -0.390 -0.177
-0.217 -0.195 -0.063
-0.378 0.197 0.265
-0.167 -0.009 0.108
0.053 0.059 -0.031
0.016 -0.209 -0.452
0.097 0.068 0.143
-0.393 0.093 0.194
-0.037 0.197 0.755
-0.682 0.065 0.304
-0.166 -0.173 -0.015
0.433 0.636 0.039
0.020 0.004 -0.161
0.662 -0.288 0.002
-0.139 -0.002 0.096

Calculated values
ΔE to the lowest compared entry with this formula, charge and spin   0.0 kJ/mol
DFT total energy   -73084.89028 eV
Molecular weight   692.5 g/mol
Frontier orbital gap   7.28 eV
Net charge   -1

---

(2)
Formula: C21H42NO4
Source: OMol25
Level of theory: ωB97M-V with the def2-TZVPD basis set

Last column: Löwdin charge in e.
Cartesian coordinates (Å):
O: 0.801243 -0.917292 2.823230  0.117
O: -1.188406 -0.407788 3.606817  -0.003
O: -2.089374 5.506196 -0.442480  -0.004
O: -1.802509 3.981308 1.116963  0.105
N: 4.688154 -0.574654 0.119154  -0.157
C: -0.663976 -1.318810 -1.099072  -0.172
C: 3.842053 -1.508466 -0.676188  -0.335
C: 0.149460 -0.491745 3.732235  -0.515
C: -2.450996 3.139291 -0.995277  0.010
C: 4.059840 -1.262211 -2.222969  -0.292
C: 0.448862 -0.544779 -1.869228  -0.376
C: 3.931591 0.501010 0.772002  -0.163
C: -2.063206 4.226344 -0.028418  -0.529
C: -0.560798 -3.389657 0.487061  -0.071
C: -0.414239 -4.346106 -0.560785  -0.310
C: 2.771718 -0.686893 -2.920671  -0.334
C: -0.205465 0.348290 -2.984778  -0.085
C: -1.657873 -4.763523 -1.415084  -0.084
C: 0.802485 0.038917 4.981740  0.012
C: -0.200648 -1.872736 0.290898  -0.174
C: -2.191297 5.893098 -1.814727  -0.238
C: -2.072462 -0.099625 4.684706  -0.239
C: -2.213900 1.397544 4.868103  -0.063
C: -3.636023 5.942962 -2.267120  -0.070
C: 0.950860 -5.007308 -0.891392  -0.067
C: 1.454329 -1.504575 -2.626044  -0.203
H: 2.829803 0.394092 0.694142  0.055
H: 4.167933 0.544180 1.862178  0.060
H: -2.404011 -3.949064 -1.375533  0.057
H: 1.505851 -5.223052 0.040201  0.070
H: 2.774280 -1.461369 -0.350146  0.057
H: -1.088706 -2.080735 -1.779987  0.095
H: -0.976246 -3.740800 1.457460  0.085
H: -1.262560 1.861427 5.131222  0.068
H: 0.585469 0.754089 -3.640587  0.067
H: -0.768572 1.190536 -2.530505  0.041
H: 1.695720 -2.394140 -1.999056  0.068
H: -1.763340 -0.607521 5.600508  0.111
H: 1.089594 0.056854 -1.187331  0.120
H: -1.295978 -4.813011 -2.463533  0.082
H: -1.758957 6.892327 -1.874217  0.121
H: 0.870723 -1.669836 0.502572  0.080
H: -2.227361 3.367867 -2.034486  0.068
H: -2.936583 1.620744 5.655210  0.077
H: -4.210852 6.614403 -1.627045  0.081
H: 2.929535 -0.740006 -4.029187  0.067
H: -3.514074 2.927378 -0.881498  0.097
H: -0.904420 -0.327192 -3.528337  0.078
H: -3.703090 6.295657 -3.297568  0.079
H: 4.212095 1.471802 0.297450  0.060
H: -1.488590 -0.588285 -0.894363  0.099
H: -3.038249 -0.523001 4.406793  0.121
H: 0.987230 -1.916065 -3.552189  0.102
H: 0.180466 -0.028393 5.871857  0.065
H: 1.099485 1.073823 4.814218  0.097
H: 1.692401 -0.557819 5.178477  0.091
H: 4.177998 -2.558815 -0.471423  0.065
H: -1.882498 2.243486 -0.747523  0.080
H: 4.810842 -0.429271 -2.274843  -0.004
H: 1.574512 -4.377251 -1.569673  0.063
H: -1.576225 5.251217 -2.447310  0.116
H: -4.109379 4.962233 -2.206555  0.067
H: 5.294969 -1.056735 0.770499  0.066
H: 2.573859 0.407325 -2.713958  0.073
H: -2.548575 1.863481 3.940144  0.084
H: -2.110196 -5.718286 -1.065065  0.062
H: 0.798636 -5.972295 -1.421068  0.071
H: -0.772362 -1.338769 1.071377  0.078

Forces on the atoms, in the same order (eV/Å):
-0.081 0.007 0.304
-0.453 -0.325 -0.229
0.282 0.514 0.166
-0.009 0.278 0.055
-0.849 -0.118 0.523
0.318 0.985 0.168
0.995 -0.388 -1.351
0.482 0.240 0.041
0.457 -0.218 -0.258
-1.126 0.691 0.329
0.018 -0.825 -1.113
0.586 0.355 0.130
-0.220 -0.508 -0.015
0.390 -0.123 -1.070
-0.066 -0.037 0.672
0.360 -0.827 -0.639
0.193 -0.399 1.022
0.579 -0.448 1.544
0.054 -0.357 0.494
0.712 -1.294 0.495
-0.160 -0.024 -0.147
-0.018 0.236 0.064
0.090 0.126 -0.011
-0.144 -0.106 0.038
-0.188 1.288 -1.089
0.154 0.666 0.804
0.531 -0.150 -0.074
-0.124 0.178 -0.620
0.316 -0.595 0.087
-0.293 0.314 -0.553
0.569 0.072 -0.097
0.283 0.201 0.427
-1.580 0.828 -1.105
-0.028 -0.036 0.069
-0.504 -0.246 0.144
0.144 -0.390 -0.344
-0.074 0.716 -0.331
0.079 0.046 -0.005
-0.657 -0.228 -0.248
-0.186 -0.291 0.587
0.044 -0.054 0.185
-0.556 0.161 -0.396
-0.187 0.050 -0.019
0.001 -0.016 -0.011
0.080 0.053 -0.037
0.020 0.230 0.678
0.006 0.016 -0.026
0.393 0.659 0.032
0.010 0.001 0.020
-0.338 -0.362 0.468
0.368 -0.494 -0.172
0.116 -0.074 -0.141
0.118 0.385 0.480
-0.076 0.207 -0.031
-0.030 -0.007 0.003
0.045 0.129 -0.209
-0.150 0.721 0.295
-0.152 0.027 0.162
-0.327 -0.696 0.007
-0.036 -0.469 0.462
-0.062 -0.060 0.036
0.061 -0.006 -0.087
-0.382 -0.036 0.092
-0.089 -0.556 0.017
-0.031 -0.061 0.019
0.033 0.283 -0.618
-0.180 0.565 0.244
0.470 -0.405 -0.318

Calculated values
DFT total energy   -32131.26549 eV
Molecular weight   372.6 g/mol
Frontier orbital gap   2.99 eV
Net charge   -1

---

(3)
Formula: C21H42NOS
Source: OMol25
Level of theory: ωB97M-V with the def2-TZVPD basis set

Last column: Löwdin charge in e.
Cartesian coordinates (Å):
S: -2.188017 -0.678893 -1.229748  1.023
O: 2.647858 0.533545 -4.049853  -0.194
N: -0.709329 1.489385 -1.103243  -0.066
C: -1.093130 0.802949 -3.617890  -0.155
C: 2.596736 -1.184563 0.586515  -0.195
C: -0.908658 0.352996 -0.471499  -0.262
C: 0.274646 0.038440 -3.521746  -0.156
C: -0.404777 -3.703598 1.172190  -0.164
C: 3.070084 -0.135629 1.658071  -0.192
C: 1.822291 2.122612 1.416116  -0.172
C: -2.938398 0.894155 -1.909498  -0.298
C: -1.558321 1.568979 -2.300654  -0.311
C: 0.754611 -3.026919 0.351463  -0.201
C: -2.707794 -1.161275 3.205874  -0.201
C: 2.508974 0.912267 -5.431040  -0.084
C: 0.393628 2.577869 0.931003  -0.143
C: 0.248000 2.511136 -0.629793  -0.096
C: -2.633651 1.446625 3.525662  -0.095
C: 1.846480 0.749161 2.163791  -0.185
C: -1.505816 -2.597381 1.493550  -0.225
C: -2.197294 0.212673 2.642501  -0.271
C: -1.676836 -2.332692 3.037005  -0.187
C: 1.531930 0.953076 -3.277855  -0.247
C: 1.909103 -2.442074 1.247055  -0.182
H: -3.728689 1.392361 3.682167  0.081
H: -2.474839 -2.802967 0.984159  0.103
H: 1.677931 1.650925 -5.538845  0.091
H: -0.894364 -4.420071 0.478355  0.106
H: -1.117061 -1.647499 1.062572  0.023
H: -3.042094 -1.032498 4.260862  0.113
H: 2.215323 0.003324 -6.008255  0.094
H: 1.197995 -3.786119 -0.332557  0.114
H: 0.939430 0.120420 2.008127  0.065
H: 0.410863 -0.504388 -4.486929  0.123
H: -0.161968 3.491319 -0.972270  0.141
H: -1.088637 0.194377 2.530847  0.065
H: -1.969936 -3.261294 3.566040  0.117
H: -0.406301 2.048828 1.492518  0.087
H: 1.621068 -2.262314 2.304148  0.107
H: 0.261008 -0.739571 -2.726808  0.086
H: 3.457394 -1.512652 -0.032458  0.116
H: 1.896214 -0.645150 -0.104040  0.081
H: 0.386303 -2.201576 -0.311073  0.070
H: 2.707163 -3.223990 1.269525  0.118
H: -0.681914 -1.957663 3.382405  0.109
H: 1.965837 0.853917 3.266990  0.119
H: -3.604533 -1.442027 2.599819  0.113
H: -1.725302 2.601495 -2.675190  0.158
H: 3.484261 1.309944 -5.766706  0.098
H: 2.176001 2.889415 2.146176  0.120
H: 1.250421 2.428934 -1.096576  0.110
H: -1.850116 0.075476 -3.990597  0.109
H: 0.294697 3.653902 1.208895  0.121
H: 3.798863 0.590090 1.218689  0.104
H: 1.277752 2.026894 -3.465155  0.125
H: -2.063667 1.458412 4.480071  0.082
H: -0.061512 -4.160160 2.119702  0.113
H: -2.333043 2.372003 2.976985  0.061
H: 2.538188 2.160118 0.568453  0.105
H: -3.583953 0.655409 -2.771679  0.101
H: -0.334732 0.096561 0.436561  0.081
H: 1.849406 0.790250 -2.219535  0.103
H: -3.371397 1.546608 -1.114923  0.105
H: -0.977625 1.544672 -4.445676  0.123
H: -2.626513 0.348867 1.618269  0.083
H: 3.609761 -0.607432 2.508958  0.113

Forces on the atoms, in the same order (eV/Å):
0.417 1.540 1.575
-0.656 0.857 -0.010
-0.250 -2.048 0.665
1.631 -0.316 -0.284
0.218 0.355 0.810
-0.671 0.175 -1.294
-0.054 0.175 -0.219
-0.905 1.520 -1.225
-0.170 0.519 -0.243
-0.731 0.194 0.920
2.160 0.804 0.489
-2.114 0.134 -2.809
0.559 -0.468 0.607
-0.121 -0.263 -0.213
-0.412 -0.587 0.073
0.821 0.537 0.031
-0.354 1.529 0.513
0.890 -0.560 -0.872
1.250 -1.041 -0.214
0.862 -0.246 0.780
-0.401 0.111 0.322
-0.177 1.004 -1.178
-0.122 -0.988 0.303
0.609 -0.167 -1.064
0.679 0.308 0.079
0.573 -0.004 0.515
0.802 -0.262 -0.095
0.448 -0.031 0.832
-0.424 -0.594 0.328
0.342 -0.150 -0.661
0.383 0.709 0.139
-0.225 0.558 0.379
0.346 0.596 0.091
-0.045 0.408 0.689
0.178 -0.818 0.090
-0.615 0.013 0.233
0.164 0.623 -0.197
0.411 0.259 -0.549
-0.126 0.100 -0.679
-0.127 0.410 -0.573
-0.533 0.194 0.300
0.361 -0.433 0.374
-0.086 -0.710 0.473
-0.618 0.525 0.347
-0.635 -0.562 0.119
-0.350 0.284 -0.805
0.427 0.171 0.674
0.273 -0.347 1.086
-0.661 -0.176 0.015
-0.144 -0.530 -0.621
-0.785 -0.366 0.121
0.341 0.585 0.614
-0.100 -0.779 -0.301
-0.384 -0.738 0.194
0.279 -0.569 0.132
-0.642 -0.141 -0.461
-0.047 -0.010 -0.725
-0.560 -0.470 0.478
-0.433 -0.225 0.461
0.344 0.350 0.584
-0.356 0.011 -0.729
-0.119 0.426 -0.737
-0.313 -1.035 -0.470
-0.129 -0.371 0.734
0.340 -0.034 0.642
-0.511 0.054 -0.581

Calculated values
DFT total energy   -36822.42211 eV
Molecular weight   356.6 g/mol
Frontier orbital gap   8.28 eV
Net charge   +1